[1]
9
Properties=species:S:1:pos:R:3:mulliken_charge:R:1 method="wB97M-V/def2-TZVPD" molar_mass_g_mol=63.04 gap_ha=0.3526 e_above_lowest_kcal_mol=26.09 spin_multiplicity=1
C 0.647 0.712 0.804 -0.506
N -0.292 -1.466 1.925 -0.480
P 0.330 -0.887 0.473 0.060
H 0.404 1.203 1.730 0.189
H -0.502 0.686 -3.497 0.165
H 1.108 1.310 0.036 0.273
H -0.647 -0.805 2.597 0.236
H -0.808 -2.329 1.899 0.225
H -0.066 0.373 -2.937 -0.163

[2]
124
Properties=species:S:1:pos:R:3:mulliken_charge:R:1 method="wB97M-V/def2-TZVPD" molar_mass_g_mol=668.95 gap_ha=0.2784 e_above_lowest_kcal_mol=239.07 spin_multiplicity=1
C -0.177 10.884 5.223 1.326
O -0.716 11.526 6.400 -0.506
H 0.036 11.702 4.442 0.324
H -0.987 10.263 4.787 -0.697
H 0.740 10.297 5.465 -0.456
H -1.426 10.921 6.618 0.004
C 2.643 11.703 6.597 -0.702
O 2.950 11.809 5.235 -0.549
H 3.297 12.410 7.112 0.436
H 2.862 10.631 6.969 0.105
H 1.658 11.996 6.851 0.355
H 2.793 12.782 5.148 0.347
C 3.567 9.146 9.675 -0.529
O 3.885 8.350 8.508 -0.552
H 2.796 8.733 10.232 0.171
H 3.191 10.057 9.228 0.146
H 4.506 9.159 10.200 0.321
H 3.160 8.380 7.920 0.373
C -4.061 8.301 4.501 -1.220
O -2.718 8.554 4.693 0.535
H -4.521 9.160 4.130 0.418
H -4.471 7.854 5.417 0.155
H -3.984 7.651 3.637 0.419
H -2.738 9.373 5.154 -0.388
C 2.166 9.200 3.160 0.487
O 1.671 10.273 2.282 -0.770
N 2.653 9.424 4.294 -0.031
N 1.794 7.965 2.928 -0.331
H 2.700 10.394 4.597 0.189
H 3.110 8.789 4.930 0.322
H 1.112 7.667 2.262 0.065
H 2.330 7.168 3.399 0.110
C 0.132 7.960 6.261 0.113
O 1.460 8.217 6.673 -0.188
N -0.114 7.893 5.015 2.278
N -0.899 7.922 6.935 2.389
H 0.676 8.183 4.392 -0.943
H -1.060 7.961 4.606 -0.147
H -0.847 8.291 7.869 -1.127
H -1.828 7.630 6.623 -1.096
C -0.500 8.835 0.167 -1.695
C -1.442 8.705 1.400 1.785
C -2.913 9.038 1.134 -1.535
O -1.382 7.539 1.950 -0.404
H -0.654 7.915 -0.362 0.381
H 0.501 8.938 0.500 0.392
H -0.836 9.685 -0.378 0.405
H -1.074 9.468 2.130 -0.346
H -3.570 9.088 1.920 0.312
H -3.446 8.330 0.491 0.355
H -3.123 10.031 0.640 0.385
H -2.027 7.561 2.659 -0.564
C 4.140 4.548 4.629 -1.642
C 3.375 5.534 5.512 1.000
C 4.343 6.655 5.910 -1.096
O 2.398 6.079 4.938 -0.374
H 5.101 4.197 5.146 0.357
H 4.428 5.103 3.688 0.357
H 3.585 3.678 4.461 0.398
H 2.967 5.098 6.435 0.440
H 4.928 6.422 6.845 0.301
H 3.848 7.588 6.044 -0.139
H 5.154 6.825 5.253 0.406
H 1.904 6.467 5.648 -0.468
C -3.306 4.518 9.160 -1.785
C -3.312 5.738 8.267 1.637
C -3.422 5.409 6.777 0.482
O -4.298 6.516 8.487 -0.585
H -2.791 3.770 8.664 0.329
H -4.283 4.158 9.418 0.470
H -2.743 4.699 10.093 0.370
H -2.417 6.283 8.539 -0.465
H -3.310 6.261 6.147 -1.406
H -4.283 4.773 6.485 0.748
H -2.562 4.872 6.491 -0.463
H -4.157 6.858 9.385 0.492
C -0.154 4.694 7.281 -0.788
C -0.149 3.205 6.862 0.469
C 0.656 3.111 5.500 -1.600
O 0.316 2.340 7.643 -0.572
H 0.757 5.070 7.647 0.925
H -0.843 4.895 8.113 0.190
H -0.358 5.315 6.431 -0.296
H -1.170 2.902 6.799 0.100
H 1.675 3.420 5.736 0.287
H 0.353 3.893 4.809 0.269
H 0.579 2.188 4.926 0.473
H -0.145 2.360 8.506 0.433
C -0.500 8.420 10.813 -1.491
C -1.005 9.572 10.007 -0.040
C 0.192 10.260 9.358 -1.077
O -1.887 9.298 9.165 -0.890
H -0.106 7.598 10.244 0.161
H -1.263 8.009 11.515 0.343
H 0.332 8.823 11.356 0.537
H -1.358 10.272 10.738 0.593
H -0.158 11.185 8.889 0.140
H 0.750 9.648 8.631 -0.057
H 0.860 10.445 10.136 0.813
H -2.694 9.027 9.683 0.251
C -2.536 2.759 4.084 -0.881
C -2.793 3.692 2.977 0.364
C -2.773 5.166 3.324 -0.945
O -2.157 3.560 1.918 -0.563
H -3.076 2.974 5.025 0.186
H -1.495 2.790 4.206 -0.010
H -2.906 1.743 3.792 0.399
H -3.829 3.371 2.655 0.202
H -3.137 5.721 2.473 0.492
H -1.739 5.488 3.514 0.161
H -3.396 5.369 4.165 0.294
H -1.562 4.294 1.779 0.376
C -3.643 12.328 7.193 -1.593
C -3.901 10.898 7.427 1.119
C -5.188 10.557 6.663 -1.745
O -3.076 10.139 6.989 0.870
H -3.604 12.391 6.094 0.350
H -2.676 12.635 7.603 0.254
H -4.376 12.985 7.686 0.429
H -4.103 10.724 8.468 0.299
H -5.420 9.562 6.756 0.426
H -5.302 10.920 5.651 0.330
H -6.063 11.073 7.121 0.443
H -2.690 9.714 7.736 -0.424

[3]
17
Properties=species:S:1:pos:R:3:mulliken_charge:R:1 method="wB97M-V/def2-TZVPD" molar_mass_g_mol=115.14 gap_ha="0.3053 / 0.3055" e_above_lowest_kcal_mol=163.59 spin_multiplicity=1
C -1.888 -1.563 -0.108 -0.796
C 2.291 1.100 -0.306 -0.966
C 1.607 -0.150 0.038 0.372
N -1.110 1.933 0.504 -0.362
C 0.456 -1.265 -0.097 0.358
O -0.652 0.809 -0.098 -0.343
N 1.724 -1.182 0.714 -0.620
N -0.719 -0.947 0.479 -0.278
H -2.105 2.072 0.336 0.225
H -0.881 1.966 1.496 0.227
H 0.501 -1.816 -1.036 0.384
H -1.995 -2.566 0.314 0.348
H -1.844 -1.637 -1.202 0.348
H -2.767 -0.985 0.176 0.258
H 1.667 1.953 -0.043 0.258
H 3.249 1.152 0.216 0.332
H 2.465 1.126 -1.383 0.258

[4]
14
Properties=species:S:1:pos:R:3:mulliken_charge:R:1 method="wB97M-V/def2-TZVPD" molar_mass_g_mol=84.12 gap_ha=0.3748 e_above_lowest_kcal_mol=68.38 spin_multiplicity=1
C 1.841 -0.018 0.070 -0.485
N 1.325 -1.384 0.084 -0.630
C 0.710 -0.428 -0.826 -0.045
C -0.679 0.213 -0.591 -0.335
C -1.885 0.020 0.401 -0.243
N -0.752 0.826 0.700 -0.397
H 2.864 0.094 -0.302 0.247
H 1.601 0.618 0.920 0.238
H 0.707 -1.494 0.883 0.287
H 0.994 -0.590 -1.868 0.407
H -1.052 0.647 -1.521 0.358
H -2.016 -0.926 0.915 0.167
H -2.853 0.552 0.313 0.249
H -0.829 1.823 0.805 0.181

[5]
118
Properties=species:S:1:pos:R:3:mulliken_charge:R:1 method="wB97M-V/def2-TZVPD" molar_mass_g_mol=898.76 gap_ha=0.3924 e_above_lowest_kcal_mol=154.34 spin_multiplicity=1
C -0.148 10.301 14.022 -0.279
C 1.212 10.950 13.681 -0.341
O 1.742 11.190 15.006 -0.330
C 0.694 11.260 15.928 0.686
O 0.698 11.635 17.092 -0.543
O -0.397 10.807 15.348 -0.318
H -0.190 9.212 14.055 0.288
H -0.812 10.773 13.298 0.255
H 0.986 11.912 13.222 0.256
H 1.830 10.385 12.984 0.327
C 12.823 12.631 13.654 -0.614
O 13.007 12.029 14.997 -0.329
C 13.636 12.665 15.979 0.832
O 14.184 13.771 15.883 -0.598
O 13.759 11.854 16.935 -0.292
C 14.150 12.299 18.212 -0.659
H 12.343 11.962 12.939 0.238
H 13.834 12.758 13.268 0.295
H 12.408 13.634 13.747 0.280
H 14.275 11.491 18.933 0.246
H 13.494 13.059 18.636 0.293
H 15.148 12.730 18.147 0.308
C -1.838 3.035 10.955 -0.618
O -0.544 2.506 10.460 -0.298
C 0.466 3.274 10.355 0.843
O 0.623 4.470 10.604 -0.605
O 1.441 2.626 9.736 -0.336
C 2.741 3.208 9.437 -0.644
H -2.241 3.647 10.148 0.285
H -1.643 3.712 11.786 0.298
H -2.539 2.288 11.328 0.242
H 3.316 3.400 10.344 0.284
H 2.680 4.140 8.876 0.294
H 3.289 2.605 8.713 0.255
C 16.289 4.076 8.234 -0.571
O 16.121 2.837 9.015 -0.307
C 16.411 1.521 8.691 0.702
O 17.072 1.157 7.747 -0.520
O 15.823 0.700 9.683 -0.280
C 15.886 -0.675 9.458 -0.608
H 15.422 4.694 8.465 0.211
H 16.455 3.798 7.193 0.317
H 17.242 4.553 8.463 0.261
H 16.951 -0.822 9.281 0.283
H 15.367 -0.893 8.525 0.263
H 15.689 -1.275 10.346 0.250
C 9.058 19.642 20.634 -0.717
O 9.064 18.952 19.484 -0.289
C 8.430 17.813 19.318 0.821
O 7.632 17.241 20.060 -0.585
O 8.832 17.259 18.177 -0.318
C 8.259 16.041 17.668 -0.641
H 8.218 19.497 21.314 0.337
H 8.995 20.723 20.510 0.273
H 9.941 19.416 21.232 0.284
H 7.210 15.879 17.913 0.314
H 8.820 15.237 18.143 0.277
H 8.437 15.924 16.599 0.241
C 4.194 -2.406 -0.152 -0.654
O 4.074 -0.980 0.144 -0.291
C 5.208 -0.250 0.314 0.765
O 6.377 -0.696 0.306 -0.578
O 4.863 0.991 0.719 -0.302
C 5.835 1.946 1.256 -0.673
H 3.280 -2.932 0.125 0.255
H 5.000 -2.946 0.346 0.313
H 4.386 -2.539 -1.217 0.289
H 6.434 2.514 0.544 0.288
H 6.486 1.528 2.023 0.313
H 5.275 2.642 1.881 0.276
C 13.893 11.276 4.098 -0.630
O 13.828 9.924 3.511 -0.305
C 13.299 9.742 2.238 0.751
O 12.838 10.690 1.568 -0.573
O 13.737 8.616 1.700 -0.297
C 13.461 8.219 0.383 -0.594
H 12.988 11.825 3.838 0.289
H 14.685 11.847 3.612 0.281
H 14.032 11.414 5.170 0.272
H 13.769 7.234 0.031 0.248
H 13.845 9.036 -0.228 0.282
H 12.381 8.122 0.275 0.276
C 5.152 23.081 11.439 -0.649
O 4.603 21.864 12.072 -0.292
C 4.022 21.946 13.224 0.783
O 3.528 23.014 13.737 -0.604
O 3.964 20.735 13.824 -0.298
C 3.441 20.660 15.158 -0.614
H 5.580 22.793 10.480 0.261
H 5.893 23.636 12.015 0.302
H 4.414 23.837 11.170 0.300
H 2.373 20.878 15.160 0.289
H 4.022 21.196 15.908 0.288
H 3.572 19.599 15.367 0.234
C 7.799 10.135 6.745 -0.662
O 7.001 10.765 7.676 -0.284
C 7.115 11.992 8.037 0.782
O 8.049 12.806 7.812 -0.574
O 5.960 12.334 8.754 -0.292
C 5.954 13.663 9.223 -0.638
H 8.694 9.613 7.084 0.273
H 8.016 10.915 6.015 0.316
H 7.272 9.430 6.102 0.271
H 5.252 13.808 10.045 0.247
H 5.778 14.414 8.454 0.268
H 6.931 13.869 9.661 0.293
C 3.621 13.866 3.124 -0.681
O 3.154 15.079 3.447 -0.285
C 1.851 15.331 3.403 0.782
O 1.022 14.705 2.737 -0.571
O 1.667 16.510 4.038 -0.290
C 0.350 17.073 4.051 -0.694
H 3.190 13.528 2.182 0.316
H 3.183 13.171 3.840 0.298
H 4.694 13.792 2.948 0.252
H -0.476 16.546 3.574 0.329
H 0.267 18.149 3.900 0.275
H 0.145 17.065 5.121 0.270

[6]
19
Properties=species:S:1:pos:R:3:mulliken_charge:R:1 method="wB97M-V/def2-TZVPD" molar_mass_g_mol=100.16 gap_ha=0.3959 e_above_lowest_kcal_mol=15.34 spin_multiplicity=1
C 2.026 -0.720 -0.562 -1.590
C 0.720 -0.296 0.152 0.984
O 1.113 -0.188 1.518 -0.565
C 0.238 1.056 -0.428 -0.715
C -1.149 1.268 0.169 -0.744
C -1.779 -0.134 0.279 -0.484
C -0.669 -1.131 -0.149 -0.804
H 2.727 0.124 -0.686 0.354
H 1.820 -1.092 -1.568 0.327
H 2.577 -1.483 -0.004 0.400
H 0.386 0.100 2.083 0.351
H 0.902 1.908 -0.235 0.350
H 0.194 0.936 -1.520 0.302
H -1.036 1.630 1.193 0.268
H -1.741 2.010 -0.375 0.361
H -2.729 -0.209 -0.268 0.345
H -2.007 -0.332 1.355 0.238
H -0.600 -1.344 -1.224 0.296
H -0.992 -2.102 0.273 0.327

[7]
27
Properties=species:S:1:pos:R:3:mulliken_charge:R:1 method="wB97M-V/def2-TZVPD" molar_mass_g_mol=186.21 gap_ha=0.3786 e_above_lowest_kcal_mol=20.26 spin_multiplicity=1
C 2.179 0.160 0.850 0.135
C 1.107 -0.136 -0.084 0.678
C 3.505 0.133 0.096 -1.557
C -1.284 -0.442 -0.427 -0.220
C -1.480 0.513 -1.583 0.450
C -2.494 -0.394 0.521 -0.853
C -1.862 -0.220 1.862 -0.679
C -0.589 0.546 1.581 -0.908
H 2.659 -1.616 1.587 0.343
H 1.208 -1.215 2.064 0.303
H 1.999 1.153 1.164 0.366
H 3.548 -0.853 -0.373 0.359
H 4.401 0.317 0.696 0.352
H 3.460 0.780 -0.784 0.371
H -1.110 -1.522 -0.762 0.310
H -3.148 0.468 0.342 0.317
H -3.195 -1.224 0.490 0.389
H -1.690 -1.203 2.282 0.296
H -2.441 0.311 2.617 0.365
H 0.106 0.548 2.384 0.716
H -0.990 1.539 1.396 0.271
H -0.229 -0.589 -2.573 0.399
N 2.150 -0.803 1.965 -0.612
N -0.157 0.083 0.297 0.196
O 1.382 -0.636 -1.170 -0.742
O -2.037 1.525 -1.499 -0.499
O -0.972 0.008 -2.739 -0.547

[8]
17
Properties=species:S:1:pos:R:3:mulliken_charge:R:1 method="wB97M-V/def2-TZVPD" molar_mass_g_mol=166.04 gap_ha="0.2680 / 0.2395" charge=+1 e_above_lowest_kcal_mol=0.22 s2=2.01 spin_multiplicity=3
C 0.040 1.048 -0.884 -0.530
C -0.878 -0.121 -0.913 -0.488
C 0.714 -0.434 0.673 -0.322
C 1.545 1.904 0.931 -0.776
N 0.783 0.844 0.324 0.138
N -0.098 -1.115 -0.054 0.041
Br -2.385 -3.967 -0.259 -0.261
H 0.723 1.195 -1.734 0.354
H -0.534 1.971 -0.879 0.389
H -1.828 0.135 -0.430 0.346
H -0.938 -0.379 -1.936 0.351
H 1.355 -0.636 1.605 0.354
H 0.876 2.791 0.864 0.305
H 1.838 1.793 1.927 0.358
H 2.525 2.056 0.545 0.362
H -3.188 -5.131 0.104 0.282
H -0.548 -1.955 0.117 0.098

[9]
20
Properties=species:S:1:pos:R:3:mulliken_charge:R:1 method="wB97M-V/def2-TZVPD" molar_mass_g_mol=128.25 gap_ha=0.3239 e_above_lowest_kcal_mol=85.32 spin_multiplicity=1
C 0.801 0.823 0.439 -0.368
C -1.496 -3.217 1.725 -0.799
C 0.770 -0.558 0.575 -0.292
C -0.401 -2.843 1.029 0.071
C 0.677 2.310 -2.577 -0.607
C 0.157 -1.490 1.375 -0.489
O -0.321 1.796 -1.801 -0.267
Si -0.552 1.689 -0.199 0.385
H 1.610 1.248 -0.159 0.316
H 0.801 1.251 1.493 0.293
H -1.914 -4.148 1.379 0.263
H -2.130 -2.553 2.280 0.294
H 1.564 -0.928 -0.042 0.327
H 0.124 -3.451 0.162 0.259
H 1.387 2.848 -1.921 0.314
H 0.233 2.878 -3.364 0.245
H 1.316 1.421 -2.872 0.237
H -0.525 -1.007 2.175 0.120
H -1.693 0.887 -0.070 -0.155
H -0.408 3.045 0.374 -0.146

[10]
8
Properties=species:S:1:pos:R:3:mulliken_charge:R:1 method="wB97M-V/def2-TZVPD" molar_mass_g_mol=103.00 gap_ha=0.3020 e_above_lowest_kcal_mol=36.16 spin_multiplicity=1
C 0.881 -0.246 1.241 0.005
C -1.487 0.506 0.210 -0.278
N 0.234 -0.610 2.225 -0.591
P -1.984 -0.059 1.697 0.099
P 0.258 0.613 -0.262 -0.038
H 1.964 -0.390 1.203 0.379
H -2.177 0.950 -0.493 0.362
H 0.303 -0.556 -1.039 0.062

[11]
42
Properties=species:S:1:pos:R:3:mulliken_charge:R:1 method="wB97M-V/def2-TZVPD" molar_mass_g_mol=385.37 gap_ha=0.3629 spin_multiplicity=1
C 0.841 4.168 -0.617 -0.744
C 1.659 3.262 -1.074 -0.839
C 1.236 1.776 -0.933 1.304
S -0.258 1.629 -2.011 -0.196
C 2.295 0.692 -1.274 -1.835
C 2.020 -0.365 -0.163 1.968
C 3.129 -1.453 -0.073 -1.259
C 4.579 -0.967 -0.122 -0.195
O 5.483 -1.709 0.069 -0.472
C 0.746 -1.188 -0.603 -1.385
C -0.511 -0.947 0.246 -0.155
O -1.594 -1.771 -0.227 -0.542
Si -3.035 -1.405 0.575 0.742
C -4.488 -2.403 -0.130 -1.090
C -2.874 -1.639 2.458 -1.110
C -3.524 0.424 0.321 -0.978
C 1.834 0.612 0.997 0.525
F 1.412 0.108 2.154 -0.290
Br 3.464 1.631 1.572 -0.170
O 1.043 1.624 0.485 -0.325
H 0.921 5.213 -0.913 0.323
H 0.050 3.927 0.090 0.213
H 2.611 3.583 -1.494 0.370
H 0.035 2.532 -2.974 0.231
H 2.094 0.251 -2.253 0.416
H 3.298 1.128 -1.284 0.451
H 3.010 -2.122 -0.936 0.478
H 2.955 -2.083 0.809 0.488
H 4.840 0.098 -0.296 0.295
H 0.461 -0.973 -1.639 0.205
H 0.933 -2.269 -0.573 0.487
H -0.372 -1.189 1.308 0.286
H -0.822 0.098 0.099 0.048
H -4.431 -3.471 0.091 0.311
H -4.494 -2.192 -1.209 0.282
H -5.386 -1.923 0.279 0.328
H -2.460 -0.717 2.890 0.330
H -2.158 -2.430 2.720 0.330
H -3.870 -1.852 2.863 0.325
H -4.604 0.582 0.362 0.387
H -3.095 0.717 -0.651 0.193
H -2.971 1.014 1.064 0.272

[12]
13
Properties=species:S:1:pos:R:3:mulliken_charge:R:1 method="wB97M-V/def2-TZVPD" molar_mass_g_mol=72.11 gap_ha="0.3301 / 0.3181" e_above_lowest_kcal_mol=168.72 spin_multiplicity=1
C -0.124 -0.232 0.633 0.013
C -2.794 0.194 -0.294 -0.899
C 2.057 0.535 -0.217 -0.808
N 0.346 -1.276 -0.162 -0.495
N 0.694 0.107 -0.434 -0.123
H 0.007 -0.056 1.685 0.288
H -3.023 -0.847 -0.255 0.309
H -2.454 0.624 -1.210 0.293
H -3.045 0.822 0.533 0.320
H 2.559 0.577 -1.186 0.245
H 2.055 1.531 0.218 0.302
H 2.615 -0.144 0.444 0.315
H 1.108 -1.835 0.245 0.238